90
Properties=species:S:1:pos:R:3:forces:R:3:lowdin_charge:R:1 method="wB97M-V/def2-TZVPD" orbital_gap_ev=6.066 homo_energy_ev=-3.828 total_charge=-1 multiplicity=1 fmax_ha_per_bohr=0.0565
C 4.3595 1.4194 -1.7742 0.3 0.1 0.7 -0.11
C 3.8512 0.4188 -2.4911 -0.2 0.6 -1.4 -0.29
Sb 1.6966 0.1400 -2.9723 1.0 -0.7 -0.9 1.05
C 1.7500 -2.0588 -2.7237 0.2 -0.1 -0.1 -0.31
C 3.1021 -2.7268 -2.6748 -0.4 -0.8 0.5 -0.29
F 3.8281 -2.6371 -3.8650 0.1 0.3 -0.2 -0.08
C 1.0317 0.5141 -0.8850 0.2 -0.6 0.1 -0.32
C 1.9603 0.2113 0.2836 -1.4 0.5 0.7 -0.26
O 2.6834 -1.0325 0.1830 0.9 0.3 -1.4 -0.03
C 3.8544 -1.0024 0.8754 -0.3 -0.8 -1.3 -0.51
O 3.8658 -0.6423 1.9937 0.1 1.2 2.7 0.14
C 5.1238 -1.4962 0.2351 0.5 -0.3 -0.7 -0.15
C 6.3865 -0.8150 0.7787 -0.1 -0.4 0.1 -0.08
P -0.8225 -0.1390 -3.5294 -0.2 -0.4 -0.1 0.09
S -1.1730 -0.6605 -5.3890 -0.1 0.0 -0.3 0.00
B 2.1841 -0.0901 -5.1720 -0.9 -0.3 -1.8 -0.84
O 2.1403 -1.3179 -5.8291 0.6 -0.1 0.9 0.04
O 2.5725 1.0015 -5.9508 0.6 0.0 0.9 0.02
P 1.4298 2.7018 -3.3432 -0.1 1.7 0.6 0.24
O 2.8636 3.3688 -3.9347 -0.4 -0.3 0.1 -0.51
I -0.1923 3.1810 -5.1592 0.1 -0.1 0.0 0.28
H 5.0068 1.1827 -0.9298 1.3 0.3 -0.7 0.03
H 4.1688 2.4736 -1.9402 -1.3 0.0 0.8 0.03
H 4.5684 -0.3022 -2.8856 -0.3 -1.3 1.3 0.05
H 1.2151 -2.4741 -3.5803 -0.1 0.2 -0.2 0.05
H 1.2036 -2.4142 -1.8486 0.0 0.3 0.3 0.05
H 2.9447 -3.7956 -2.4978 0.1 -0.1 -0.1 0.11
H 3.7466 -2.3826 -1.8756 0.0 0.3 0.1 0.06
H 0.1258 -0.0896 -0.7657 0.0 -0.2 -0.2 0.03
H 0.6932 1.5473 -0.8331 0.2 0.2 0.1 0.02
H 1.3303 0.1304 1.1746 0.0 0.0 0.1 0.12
H 2.6012 1.0635 0.4886 0.6 -0.2 -0.2 0.10
H 5.2111 -2.5704 0.4051 -0.3 -0.1 0.1 0.12
H 5.1286 -1.3787 -0.8420 -0.4 0.1 -0.2 0.08
H 6.6506 0.0456 0.1764 -0.1 0.4 0.1 0.06
H 7.2322 -1.4946 0.7114 0.1 -0.1 0.0 0.07
H 6.2585 -0.5556 1.8246 0.0 0.2 0.0 0.07
H -1.5088 1.0228 -3.0817 -0.3 -0.3 0.1 -0.12
H -1.2867 -1.1894 -2.6867 -0.2 0.5 0.2 -0.09
H 3.0311 -1.5567 -6.1224 -0.2 -0.1 -0.3 0.09
H 3.5263 0.9870 -6.1070 -0.2 0.2 -0.2 0.10
H 2.8488 4.2740 -3.6017 0.1 0.0 -0.2 0.00
C -3.2708 1.3853 0.8291 0.0 0.0 0.0 -0.10
C -4.3373 1.9507 1.5140 0.0 0.0 0.0 -0.10
C -5.1750 2.8523 0.8712 0.0 0.0 0.0 -0.11
C -4.9507 3.1814 -0.4590 0.0 0.0 0.0 -0.10
C -3.8857 2.6134 -1.1451 0.0 0.0 -0.1 -0.08
C -3.0445 1.7190 -0.5001 0.0 0.0 0.1 -0.10
H -2.6154 0.6839 1.3306 0.0 0.0 0.0 0.10
H -4.5154 1.6888 2.5499 0.0 0.0 0.0 0.10
H -6.0038 3.2984 1.4072 0.0 0.0 0.0 0.09
H -5.6065 3.8814 -0.9615 0.0 0.0 0.0 0.10
H -3.7100 2.8680 -2.1831 0.0 0.0 0.0 0.11
H -2.2111 1.2804 -1.0351 0.0 0.1 0.0 0.06
C -2.7649 -1.8797 -0.3139 0.0 -0.1 0.1 -0.10
C -4.1366 -1.9993 -0.1394 -0.1 0.0 0.0 -0.08
C -4.6743 -3.1869 0.3355 0.0 0.0 0.0 -0.11
C -3.8389 -4.2528 0.6452 0.0 0.0 -0.1 -0.12
C -2.4674 -4.1318 0.4730 0.0 0.0 0.0 -0.09
C -1.9305 -2.9459 -0.0107 0.0 0.0 0.0 -0.08
H -2.3467 -0.9559 -0.6871 0.0 0.0 0.0 0.05
H -4.7854 -1.1645 -0.3745 0.0 0.0 0.0 0.10
H -5.7454 -3.2824 0.4669 0.0 0.0 0.0 0.10
H -4.2585 -5.1781 1.0214 0.0 0.0 0.0 0.10
H -1.8155 -4.9622 0.7151 0.0 0.0 0.0 0.10
H -0.8600 -2.8520 -0.1507 0.0 0.0 0.0 0.10
C -3.9598 -4.6468 5.9759 0.0 0.0 0.0 -0.10
C -5.0206 -4.0790 6.6682 0.0 0.0 0.0 -0.11
C -5.8602 -3.1750 6.0322 0.0 0.0 0.0 -0.10
C -5.6437 -2.8457 4.7009 0.0 0.0 0.0 -0.09
C -4.5850 -3.4162 4.0074 0.0 0.1 0.0 -0.08
C -3.7409 -4.3133 4.6462 0.0 0.0 0.0 -0.09
H -3.3027 -5.3495 6.4732 0.0 0.0 0.0 0.10
H -5.1927 -4.3408 7.7050 0.0 0.0 0.0 0.10
H -6.6840 -2.7271 6.5741 0.0 0.0 0.0 0.10
H -6.3008 -2.1437 4.2028 0.0 0.0 0.0 0.10
H -4.4170 -3.1606 2.9706 0.0 0.0 0.0 0.08
H -2.9119 -4.7533 4.1057 0.0 0.0 0.0 0.10
C 2.4557 4.7165 0.2272 0.1 0.0 -0.1 -0.08
C 3.0482 5.9550 0.4322 0.0 0.0 0.0 -0.10
C 3.0373 6.5307 1.6954 0.0 0.0 0.0 -0.11
C 2.4413 5.8632 2.7564 0.0 0.0 0.0 -0.11
C 1.8517 4.6231 2.5522 0.0 0.0 0.0 -0.09
C 1.8554 4.0519 1.2872 0.0 0.0 0.0 -0.08
H 2.4601 4.2671 -0.7588 -0.1 0.0 0.0 0.07
H 3.5187 6.4728 -0.3945 0.0 0.0 0.0 0.10
H 3.4944 7.5000 1.8535 0.0 0.0 0.0 0.09
H 2.4364 6.3098 3.7432 0.0 0.0 0.0 0.09
H 1.3879 4.1012 3.3800 0.0 0.0 0.0 0.10
H 1.3905 3.0870 1.1267 0.0 0.0 0.0 0.09

---

20
Properties=species:S:1:pos:R:3:forces:R:3:lowdin_charge:R:1 method="wB97M-V/def2-TZVPD" orbital_gap_ev=10.545 homo_energy_ev=-10.299 de_lowest_kj_mol=258.5 total_charge=0 multiplicity=1 fmax_ha_per_bohr=0.0869
C -0.3013 -1.1865 -0.7923 1.3 3.8 -1.9 -0.03
C -1.7880 -0.5364 1.1571 0.4 -3.3 -1.7 -0.03
C -2.0165 0.5576 -1.1034 2.6 -1.0 -2.1 -0.04
C -1.0687 -0.0405 -0.0772 -0.2 0.0 -1.2 -0.72
N 4.1483 1.3166 -0.0575 -1.0 -2.6 1.6 -0.18
O 4.3057 -1.0962 0.8712 -1.0 -0.1 0.3 -0.40
O -0.1038 0.9117 0.2560 0.5 2.9 1.0 -0.08
P 3.5475 0.1601 0.8098 3.3 1.5 -2.2 0.63
H -1.0216 -1.8133 -1.1721 -1.4 -1.9 -1.0 0.05
H 0.3585 -0.7483 -1.6960 -1.7 -0.8 1.9 0.14
H 0.4013 -1.6748 -0.2084 1.1 -1.1 1.5 0.05
H -2.5073 -1.3636 0.8073 1.0 1.0 0.8 0.12
H -2.3448 0.1500 1.7041 -0.8 1.5 0.8 0.06
H -0.9851 -0.9859 1.7430 -0.4 -0.1 0.5 0.09
H -2.4020 1.4859 -0.8483 -1.1 1.6 0.9 0.05
H -1.3801 0.7783 -2.0453 -1.2 -0.5 1.3 0.12
H -2.7614 -0.1760 -1.3173 -0.8 -0.2 -0.4 0.08
H 3.9852 2.2864 -0.1238 -0.8 0.9 0.1 -0.04
H -0.5232 1.8189 0.4375 0.8 -2.2 -0.4 0.14
H 2.4572 0.1561 1.6558 -0.6 0.3 0.1 0.00

---

42
Properties=species:S:1:pos:R:3:forces:R:3:lowdin_charge:R:1 method="wB97M-V/def2-TZVPD" orbital_gap_ev=6.936 homo_energy_ev=-11.334 total_charge=+1 multiplicity=1 fmax_ha_per_bohr=0.0594
Ti 0.0629 -1.1020 0.3267 0.7 1.2 -1.9 0.53
C 2.9980 -0.1020 2.0871 0.0 -0.2 0.1 -0.32
Se 2.0330 0.6020 0.5554 1.0 0.2 -0.5 1.04
C 3.2163 -0.1419 -0.8442 -0.2 0.1 0.0 -0.49
C 3.0821 -1.6435 -1.0199 -0.1 -0.2 -0.1 -0.48
Se 1.2923 -2.1501 -1.7354 0.9 -0.1 -0.1 1.03
C 1.3710 -4.0398 -1.2827 -0.1 -0.1 0.2 -0.33
H 4.0070 0.3085 2.0872 -0.1 0.0 0.0 0.04
H 3.0093 -1.1918 2.0485 0.0 0.2 0.0 0.04
H 2.4624 0.2097 2.9825 0.0 0.0 -0.1 0.04
H 4.2418 0.1184 -0.5706 -0.1 0.0 0.0 0.08
H 2.9559 0.3893 -1.7642 0.1 0.0 0.1 0.07
H 3.2155 -2.1760 -0.0707 0.0 0.1 -0.2 0.08
H 3.8292 -1.9993 -1.7360 -0.1 0.0 0.1 0.08
H 1.2849 -4.1572 -0.2009 0.1 0.1 -0.2 0.03
H 2.2994 -4.4574 -1.6696 -0.1 0.1 0.0 0.04
H 0.5145 -4.5164 -1.7602 0.1 0.1 0.0 0.04
C -3.3135 -0.4058 0.3566 0.2 0.1 0.5 -0.01
C -2.5249 0.3356 -0.6941 0.0 -0.8 -0.6 -0.38
C -3.4039 0.9277 -1.7674 0.1 0.2 0.0 -0.01
C -1.1400 0.0180 -0.9324 -1.5 0.3 -1.4 -0.17
C -1.3274 1.3502 -0.0965 0.6 1.7 0.9 -0.30
C -1.0305 2.5504 -0.8001 -0.1 -0.4 0.2 0.02
C -0.5355 3.6590 -0.1519 0.0 0.1 0.0 -0.03
C -0.3366 3.6438 1.2228 -0.2 -0.3 -0.2 -0.02
C -0.6213 2.4887 1.9474 0.0 0.0 0.1 -0.04
C -1.0954 1.3567 1.3173 -0.4 0.1 -0.4 -0.04
H -3.8812 -1.1812 -0.1602 0.0 0.0 -0.1 0.11
H -4.0295 0.2429 0.8590 0.0 0.0 0.0 0.11
H -2.6859 -0.9209 1.0917 -0.3 0.2 -0.2 0.06
H -3.9532 0.1212 -2.2535 0.0 -0.1 0.1 0.11
H -2.8418 1.4451 -2.5394 0.0 0.0 0.0 0.08
H -4.1327 1.6112 -1.3360 -0.1 0.0 0.0 0.10
H -0.8108 0.2642 -1.9580 -0.1 0.1 0.5 0.11
H -1.1553 2.5855 -1.8731 -0.1 0.0 0.0 0.13
H -0.3085 4.5437 -0.7229 0.0 0.1 -0.1 0.12
H 0.0273 4.5284 1.7259 0.0 0.0 0.0 0.12
H -0.4704 2.4830 3.0170 0.0 -0.1 0.1 0.13
H -1.3366 0.4837 1.9185 0.0 0.1 -0.1 0.12
O 0.3317 -1.3543 2.0753 1.6 0.0 2.6 -0.30
N -0.8152 -1.9682 1.6857 -2.4 0.2 1.2 -0.24
O -0.4843 -2.7591 0.6353 0.4 -3.0 -0.5 -0.28

---

56
Properties=species:S:1:pos:R:3:forces:R:3:lowdin_charge:R:1 method="wB97M-V/def2-TZVPD" orbital_gap_ev="6.461 / 5.874" homo_energy_ev="-11.635 / -14.594" total_charge=+2 multiplicity=7 fmax_ha_per_bohr=0.0738
Ru -0.4630 -0.1023 0.1461 -1.0 1.2 -2.3 0.86
P -1.1488 -2.2297 0.2571 -0.4 -1.7 1.0 0.79
P 0.1000 0.8375 2.1476 0.8 -0.4 2.3 0.82
N -1.6217 -0.1279 -1.5616 1.0 -1.7 1.4 -0.19
N -0.5319 1.8896 -0.3800 -0.3 1.4 0.7 -0.14
H -2.3260 1.0270 -3.0197 0.5 0.6 -0.2 0.13
H -0.3184 2.8202 -2.2935 -0.1 -0.2 0.5 0.14
H -0.5747 0.7479 -3.2422 -0.5 -0.4 0.7 0.14
C -1.3725 0.9180 -2.4690 -0.6 1.3 -1.1 -0.24
H -1.9664 2.8191 -1.6622 0.6 -0.2 0.4 0.14
C -1.0295 2.2165 -1.6981 -0.7 0.2 -1.2 -0.17
H -2.2106 -1.5438 -2.9810 0.6 0.1 0.0 0.13
H -0.3547 3.9074 0.1151 0.0 -0.3 0.3 0.15
C -2.5246 -1.1927 -1.9889 0.3 -0.6 -0.7 -0.26
C -0.2853 2.8786 0.4922 -0.2 0.3 -1.4 -0.21
H -2.0632 -3.2741 -1.6058 -0.3 0.0 -0.1 0.08
C -2.4098 -2.4026 -1.0454 -0.6 -0.5 -0.2 -0.39
H -3.3524 -2.6953 -0.5789 0.0 0.1 -0.1 0.07
H -0.7861 0.7719 3.2495 0.3 -0.1 -0.1 0.00
H 1.3205 0.7836 2.8771 -0.3 0.0 -0.2 -0.03
H -1.6780 -2.7521 1.4733 0.0 0.0 -0.6 -0.02
H -0.2512 -3.2792 -0.0949 -0.1 0.5 0.3 -0.02
O -2.4652 0.0288 1.8338 1.3 -0.8 0.5 -0.08
C -3.6450 0.4554 1.6668 -3.8 0.3 0.5 -0.47
C -4.7427 -0.5760 1.3634 0.6 -1.2 -1.0 0.00
C -3.9206 1.8832 1.3052 0.3 0.4 0.1 -0.01
H -3.5682 -0.9404 -2.3052 0.5 0.5 1.2 0.14
H -4.2609 -1.2518 0.5959 -0.8 0.4 0.5 0.06
H -5.0681 -1.2686 2.1745 0.4 0.8 -0.2 0.10
H -5.6285 -0.0850 0.9097 0.7 -0.2 0.4 0.10
H -3.0154 2.2412 0.8236 0.0 0.4 -0.5 0.04
H -4.7829 1.8687 0.6280 0.3 0.4 0.1 0.09
H -4.1028 2.5751 2.1480 -0.1 -0.5 -0.1 0.10
C 0.0288 2.5787 1.7919 0.1 0.6 0.1 -0.23
H 0.2079 3.3658 2.5221 0.0 -0.2 -0.1 0.10
C 3.4109 0.1198 -2.4935 -0.1 0.3 0.0 -0.03
N 3.6317 -0.2893 -1.1082 -0.1 -0.2 0.2 -0.12
C 4.9791 -0.8043 -0.8126 0.3 0.0 0.1 -0.02
C 2.5809 -0.4938 -0.2807 1.0 0.0 -0.3 -0.40
N 1.3393 -0.4153 -0.7656 1.2 -0.3 -0.5 -0.01
N 2.8525 -0.7626 1.0331 -0.4 0.2 -0.5 -0.18
C 3.8940 -0.0627 1.7790 0.2 -0.1 0.0 -0.05
C 2.1676 -1.8080 1.7777 0.1 -0.1 0.1 -0.08
H 4.3889 0.2830 -2.9469 -0.3 0.1 0.0 0.10
H 2.8450 1.0601 -2.5343 0.1 -0.2 0.0 0.10
H 2.8878 -0.6582 -3.0723 0.2 0.2 0.1 0.11
H 5.5730 -0.0658 -0.2478 -0.2 -0.4 -0.3 0.10
H 4.9308 -1.7546 -0.2513 0.0 0.5 -0.3 0.11
H 5.4782 -0.9713 -1.7765 -0.1 -0.1 0.5 0.10
H 1.3722 -0.3794 -1.7800 -0.2 -0.1 0.1 0.04
H 3.4600 0.3237 2.7099 0.1 -0.1 -0.1 0.08
H 4.7126 -0.7490 2.0386 -0.1 0.3 0.0 0.11
H 4.2881 0.7796 1.2034 -0.2 -0.2 0.2 0.10
H 1.6483 -1.3747 2.6403 0.0 -0.3 -0.1 0.05
H 1.4553 -2.3469 1.1477 0.3 0.2 0.1 0.03
H 2.9155 -2.5231 2.1458 -0.2 0.1 0.0 0.11